[1]
DFT (the ωB97M-V functional and the def2-TZVPD basis) results for a 4-piece molecular cluster, C27H60BrFIN5PS overall.

CARTESIAN COORDINATES (ANGSTROEM)
C 1.939112 -4.785411 -2.999349
C 1.278405 -5.066739 -4.344548
C 1.153825 -3.833069 -5.204824
F 0.399177 -4.068304 -6.329385
N 0.570378 -2.637327 -4.561336
C 1.170126 -1.402269 -4.658968
C 0.432119 -0.500952 -3.998876
C 0.703209 0.960111 -3.848670
C 1.776862 1.229961 -2.780674
C 3.208417 1.027997 -3.283020
Br 1.529292 3.019328 -2.085446
N -0.654077 -1.217866 -3.471860
P -1.928027 -0.531888 -2.434061
S -1.375884 0.792970 -1.186959
C -0.547177 -2.505589 -3.853839
I -1.932842 -3.967176 -3.491583
H 2.918090 -4.320844 -3.128262
H 2.092579 -5.721642 -2.464678
H 1.330034 -4.145814 -2.356367
H 1.916062 -5.739779 -4.920909
H 0.317580 -5.563831 -4.234662
H 2.150399 -3.505709 -5.509272
H 2.085319 -1.244904 -5.205429
H -0.201984 1.504717 -3.591018
H 1.038388 1.324593 -4.820918
H 1.586606 0.566158 -1.938053
H 3.561584 0.029004 -3.015512
H 3.257162 1.108551 -4.370940
H 3.887972 1.756004 -2.850374
H -2.400433 -1.727641 -1.901745
H -2.862888 -0.192983 -3.416159
C -6.452802 -8.927829 -0.286640
C -5.905582 -7.545627 0.030389
N -4.707596 -7.214872 -0.727715
C -4.030517 -6.030009 -0.247101
C -4.748920 -4.677943 -0.363982
C -4.816964 -7.342130 -2.169569
C -5.882746 -6.505957 -2.893855
H -5.692050 -9.692240 -0.126525
H -7.298267 -9.142999 0.366458
H -6.810348 -9.006962 -1.313518
H -5.627883 -7.512216 1.086886
H -6.711783 -6.806176 -0.099216
H -3.067145 -5.968982 -0.768799
H -3.785012 -6.197774 0.805272
H -4.763417 -4.312309 -1.393006
H -4.225379 -3.933261 0.240562
H -5.777910 -4.719958 -0.009035
H -4.992185 -8.393822 -2.400332
H -3.828576 -7.120116 -2.588007
H -6.833533 -6.517535 -2.360547
H -6.062356 -6.917727 -3.888305
H -5.585858 -5.464061 -3.021419
C 6.569938 5.180356 3.046200
C 6.223172 5.536724 1.609414
N 5.425527 4.520210 0.942778
C 5.316503 4.721861 -0.488531
C 4.571533 5.961289 -1.000193
C 4.201887 4.134058 1.624362
C 3.163718 5.225988 1.919142
H 7.081497 4.218398 3.094469
H 7.230051 5.941832 3.462060
H 5.687729 5.133325 3.685050
H 7.150624 5.633801 1.038836
H 5.749721 6.531573 1.596331
H 4.844114 3.829410 -0.913514
H 6.333911 4.741002 -0.891501
H 3.491414 5.859132 -0.894478
H 4.780014 6.099241 -2.063120
H 4.880617 6.872390 -0.487845
H 4.480430 3.663020 2.569132
H 3.736958 3.341183 1.031019
H 3.631606 6.136452 2.296195
H 2.470155 4.874049 2.685221
H 2.573716 5.488901 1.041355
C -0.260821 3.201674 2.693290
C -1.196195 3.093573 3.887114
N -0.509196 3.226748 5.158489
C -1.337366 2.874764 6.298897
C -2.561584 3.746634 6.604359
C 0.309763 4.418410 5.310106
C -0.369904 5.785224 5.151713
H 0.545571 2.469358 2.763597
H -0.814997 3.017816 1.770628
H 0.183054 4.193558 2.609110
H -1.663852 2.104699 3.882223
H -2.015293 3.819813 3.757044
H -0.691338 2.845264 7.180263
H -1.675750 1.845921 6.140827
H -2.285721 4.699289 7.054223
H -3.209499 3.228846 7.313669
H -3.151712 3.950000 5.710036
H 1.128044 4.356116 4.588932
H 0.787162 4.358310 6.290857
H -1.050048 5.802679 4.298536
H 0.385986 6.554157 4.982118
H -0.933696 6.073802 6.037290

Atoms 1-2, force components in eV/Å:
C -0.03 -0.08 0.04
C 0.14 -0.06 0.04

Output
- gap between HOMO and LUMO (Ha) = 0.21897
- LUMO energy (eV) = -3.44
- charge = +1
- DFT total energy (Ha) = -5049.3810

=====

[2]
DFT (the ωB97M-V functional and the def2-TZVPD basis) results for a 8-piece molecular cluster, C27H60N8O12 overall.

CARTESIAN COORDINATES (ANGSTROEM)
C -0.291914 0.676622 -0.242023
C 0.089099 1.150077 -1.787076
O 1.323511 1.943654 -1.683142
O 2.332374 1.375983 -2.280900
C 3.457411 1.145793 -1.315385
O 4.714670 1.507033 -1.681888
N 3.223184 0.576884 0.065737
C 3.294528 -0.932155 0.106177
C 2.937639 -1.687815 -1.304012
C 2.361963 -3.197954 -0.873159
O 3.047728 -4.336625 -1.047073
O 1.013291 -3.169288 -0.215591
H 0.229198 1.475472 0.468605
H 0.294586 -0.336302 -0.067231
H -1.442077 0.597021 -0.041504
H -0.827564 1.730896 -2.245538
H 0.347025 0.194043 -2.434621
H 2.372818 0.962346 0.531262
H 2.516379 -1.309338 0.918009
H 4.362742 -1.218090 0.498943
H 3.930295 -1.856326 -1.904925
H 2.071550 -1.196888 -1.926431
H 0.441845 -2.711108 -0.903741
C -2.442608 2.558142 -4.626040
O -1.537866 2.581923 -3.801790
N -3.775470 2.345120 -4.345038
C -4.789362 2.331579 -5.379426
C -4.176613 2.127643 -2.970593
H -2.246763 2.712210 -5.699632
H -5.522211 3.115760 -5.167564
H -5.285206 1.356487 -5.376810
H -4.350071 2.508011 -6.365110
H -3.890071 2.999055 -2.374211
H -3.654189 1.248187 -2.582456
H -5.256979 1.974101 -2.903148
C 3.787867 2.958572 -7.730169
O 3.322784 3.301148 -8.809452
N 3.053357 2.626684 -6.611596
C 3.679640 2.230049 -5.367180
C 1.607675 2.675696 -6.681670
H 4.875878 2.888147 -7.569031
H 3.346080 1.220719 -5.108560
H 3.378425 2.928134 -4.580658
H 4.769620 2.236306 -5.454254
H 1.266162 1.993451 -7.465920
H 1.298353 3.692714 -6.940547
H 1.164532 2.388116 -5.724469
C -1.043504 -2.013049 -3.335825
O -0.138762 -1.989268 -2.511576
N -2.376365 -2.226071 -3.054824
C -3.390258 -2.239612 -4.089212
C -2.777509 -2.443549 -1.680379
H -0.847658 -1.858981 -4.409417
H -4.123107 -1.455432 -3.877350
H -3.886101 -3.214704 -4.086595
H -2.950967 -2.063180 -5.074895
H -2.490967 -1.572136 -1.083997
H -2.255084 -3.323004 -1.292241
H -3.857874 -2.597090 -1.612933
C 2.298182 -7.102352 3.727693
O 1.314049 -6.450567 4.051992
N 2.976931 -6.985788 2.533300
C 4.136837 -7.795964 2.222891
C 2.516160 -6.021749 1.555738
H 2.730714 -7.862920 4.397875
H 4.992014 -7.137137 2.045373
H 3.930431 -8.379329 1.320810
H 4.373616 -8.477541 3.044515
H 2.540667 -5.023057 2.001999
H 1.484147 -6.259314 1.280903
H 3.149025 -6.042693 0.664470
C 0.579056 3.317685 2.182598
O 1.051007 2.206941 1.977613
N 1.017730 4.209418 3.138232
C 0.404857 5.509267 3.319610
C 2.128024 3.835535 3.989566
H -0.268308 3.700679 1.591005
H 1.161451 6.283164 3.159784
H 0.018943 5.579657 4.340779
H -0.417028 5.660064 2.614315
H 3.001441 3.627429 3.364289
H 1.864391 2.927274 4.539639
H 2.362036 4.638190 4.694049
C -3.453773 -8.528120 3.952651
O -3.981830 -9.614617 3.754685
N -2.292340 -8.321226 4.666183
C -1.728996 -7.000466 4.856862
C -1.611903 -9.461237 5.244707
H -3.889233 -7.596321 3.556648
H -0.721935 -6.979757 4.429906
H -1.676763 -6.788924 5.928866
H -2.340869 -6.236235 4.369791
H -1.341072 -10.157296 4.445151
H -2.291345 -9.967380 5.936948
H -0.711593 -9.144104 5.777795
C -2.462062 8.064157 3.975879
O -1.990111 6.953413 3.770893
N -2.023387 8.955892 4.931513
C -2.636260 10.255741 5.112891
C -0.913093 8.582008 5.782847
H -3.309426 8.447151 3.384286
H -1.879667 11.029637 4.953065
H -3.022174 10.326130 6.134060
H -3.458145 10.406537 4.407595
H -0.039676 8.373902 5.157570
H -1.176726 7.673747 6.332919
H -0.679081 9.384664 6.487330

Atoms 1-2, force components in eV/Å:
C 1.49 0.27 -0.69
C -1.30 -1.97 0.94

Output
- gap between HOMO and LUMO (Ha) = 0.32145
- LUMO energy (eV) = 0.12
- DFT total energy (Ha) = -2405.4393
- SMILES = CCOOC(=O)NCCC(=O)O.CN(C)C=O.CN(C)C=O.CN(C)C=O.CN(C)C=O.CN(C)C=O.CN(C)C=O.CN(C)C=O